[1]
The following is a quantum chemistry calculation of an isolated ion of composition CH6N3O and charge +1 at a distorted geometry, from OMol25.

## Properties
- Molecular weight: 76.1 g mol⁻¹
- Charge: +1
- Energy above the lowest of the compared OMol25 structures with the same formula, charge and spin: 0.770 eV
- SMILES: NC(N)=[NH+]O
- LUMO level: -0.1246 hartree
- DFT total energy: -280.90508 Ha

Each atom is followed by the atoms it is bonded to, with distances in Å.
Positions of all 11 atoms, in Å:
1 O -1.162 -0.895 1.474  N3 1.451, H10 0.985
2 N 0.863 1.114 -0.729  C5 1.326, H6 1.073, H7 1.039
3 N -0.445 0.264 0.974  O1 1.451, C5 1.462, H11 0.933
4 N 0.055 -1.135 -0.868  C5 1.307, H8 0.992, H9 0.989
5 C 0.213 0.036 -0.311  N2 1.326, N3 1.462, N4 1.307
6 H 1.299 1.352 -1.680  N2 1.073
7 H 1.144 1.820 -0.021  N2 1.039
8 H 0.358 -1.203 -1.810  N4 0.992
9 H -0.432 -1.846 -0.383  N4 0.989
10 H -1.911 -0.358 1.821  O1 0.985
11 H 0.017 0.850 1.534  N3 0.933

=====

[2]
The following is a quantum chemistry calculation of one molecule with the formula C3H6N2O2S at a distorted geometry, from OMol25.

## Properties
- Molecular weight: 134.2 g mol⁻¹
- Energy above the lowest of the compared OMol25 structures with the same formula, charge and spin: 3.476 eV
- LUMO level (spin up / spin down): -0.0096 / -0.0096 hartree
- DFT total energy: -776.01243 Ha

Each atom is followed by the atoms it is bonded to, with distances in Å.
Positions of all 14 atoms, in Å:
1 S -1.067 1.628 -0.621  O3 1.398, N4 1.697, N5 2.167
2 O 0.433 -1.466 1.261  C6 1.223
3 O -0.590 2.422 -1.668  S1 1.398
4 N -0.474 2.047 0.912  S1 1.697, C7 1.445, H12 1.092
5 N 0.286 -0.062 -0.509  S1 2.167, C6 1.353, C8 1.468
6 C 0.120 -0.380 0.796  O2 1.223, N5 1.353, C7 1.544
7 C -0.467 0.787 1.620  N4 1.445, C6 1.544, H11 1.090, H14 1.161
8 C 0.371 -1.111 -1.533  N5 1.468, H9 1.193, H10 1.025, H13 1.050
9 H 1.360 -1.748 -1.336  C8 1.193
10 H -0.333 -1.852 -1.458  C8 1.025
11 H -1.500 0.439 1.635  C7 1.090
12 H 0.582 2.308 0.815  N4 1.092
13 H 0.528 -0.527 -2.391  C8 1.050
14 H -0.092 0.874 2.716  C7 1.161

=====

[3]
The following is a quantum chemistry calculation of one molecule with the formula C4H5NOS at a distorted geometry, from OMol25.

## Properties
- Molecular weight: 115.2 g mol⁻¹
- Energy above the lowest of the compared OMol25 structures with the same formula, charge and spin: 2.869 eV
- SMILES: O=C[C@@H]1N[C@H]1C=S
- LUMO level: -0.0327 hartree
- DFT total energy: -683.50249 Ha

Each atom is followed by the atoms it is bonded to, with distances in Å.
Positions of all 12 atoms, in Å:
1 S -0.719 2.026 -2.391  C7 1.685
2 O 1.194 0.396 1.951  C5 1.215
3 N 0.726 -1.070 -0.320  C4 1.370, C6 1.444, H8 1.082
4 C 0.226 0.157 -0.670  N3 1.370, C6 1.502, C7 1.460, H9 1.067
5 C 0.053 -0.004 1.833  O2 1.215, C6 1.524, H11 1.061
6 C -0.369 -0.589 0.490  N3 1.444, C4 1.502, C5 1.524, H12 1.065
7 C -0.594 0.437 -1.845  S1 1.685, C4 1.460, H10 1.045
8 H 1.583 -0.803 0.284  N3 1.082
9 H 0.920 0.913 -0.377  C4 1.067
10 H -1.104 -0.418 -2.162  C7 1.045
11 H -0.610 0.047 2.660  C5 1.061
12 H -1.306 -1.091 0.546  C6 1.065

=====

[4]
The following is a quantum chemistry calculation of a 3-piece molecular cluster, C35H59F16IN5O4S overall at a distorted geometry, from OMol25.

## Properties
- Molecular weight: 1076.8 g mol⁻¹
- Charge: +1
- Energy above the lowest of the compared OMol25 structures with the same formula, charge and spin: 0.000 eV
- LUMO level: -0.1201 hartree
- DFT total energy: -4237.11012 Ha

Each atom is followed by the atoms it is bonded to, with distances in Å.
Positions of all 121 atoms, in Å:
1 I -1.256 2.760 -0.304  C60 2.173
2 S -2.250 1.586 -3.383  C29 1.874, H69 1.380
3 F -0.554 1.958 8.186  C30 1.354
4 F 9.337 -6.953 0.206  C58 1.347
5 F 10.961 -5.963 1.248  C58 1.354
6 F 7.219 -6.755 -1.471  C38 1.352
7 F -1.893 2.401 10.528  C44 1.357
8 F 10.885 -3.901 -0.680  C57 1.350
9 F -3.003 -1.903 7.064  C62 1.358
10 F 0.765 2.233 9.887  C30 1.364
11 F 5.426 -6.606 0.587  C35 1.357
12 F -2.238 0.362 9.903  C44 1.344
13 F 9.116 -4.049 0.533  C57 1.345
14 F -0.285 -2.670 7.272  C37 1.351
15 F -2.394 0.168 7.291  C62 1.348
16 F 5.568 -5.405 -1.873  C38 1.367
17 F -1.093 -1.778 9.054  C37 1.344
18 F 7.281 -5.694 1.210  C35 1.343
19 O 9.076 -4.761 -1.601  C31 1.439, C57 1.409
20 O -4.541 -3.811 -3.327  C49 1.236
21 O 5.871 -0.795 -0.963  C59 1.437, C61 1.441
22 O 0.311 -0.602 7.751  C36 1.439, C37 1.409
23 N -3.017 -0.958 3.945  C47 1.511, H87 1.025, H115 1.030
24 N -4.572 2.718 0.540  C42 1.494, C45 1.432, H78 1.034
25 N -3.863 1.008 -1.250  C29 1.484, C45 1.451, H108 1.024
26 N -6.041 -2.119 -3.876  C39 1.507, C49 1.485, H88 1.030
27 N -5.248 0.430 0.543  C45 1.333, C50 1.480, H109 1.031
28 C 1.991 4.143 -4.380  C40 1.618, C46 1.614, H75 1.143, H104 1.128
29 C -3.592 2.124 -2.190  S2 1.874, N25 1.484, C56 1.586, C60 1.625
30 C -0.130 1.368 9.328  F3 1.354, F10 1.364, C36 1.547, C44 1.533
31 C 7.674 -4.442 -1.554  O19 1.439, C38 1.546, H82 1.093, H107 1.093
32 C -1.336 5.288 -2.421  C34 1.588, C52 1.610, H71 1.144, H119 1.129
33 C -3.776 -2.574 -5.271  C49 1.574, H64 1.138, H96 1.134, H120 1.136
34 C -2.792 4.656 -2.386  C32 1.588, C60 1.592, H79 1.144, H106 1.136
35 C 6.259 -5.560 0.350  F11 1.357, F18 1.343, C38 1.533, H121 1.093
36 C 0.662 0.090 8.963  O22 1.439, C30 1.547, H85 1.093, H100 1.092
37 C -0.762 -1.513 7.778  F14 1.351, F17 1.344, O22 1.409, C62 1.534
38 C 6.697 -5.559 -1.118  F6 1.352, F16 1.367, C31 1.546, C35 1.533
39 C -5.810 -1.187 -2.715  N26 1.507, C48 1.604, H91 1.141, H101 1.135
40 C 2.598 3.113 -3.289  C28 1.618, C51 1.590, H98 1.143, H110 1.135
41 C -5.482 1.135 -3.791  C48 1.602, C56 1.606, H77 1.141, H81 1.127
42 C -4.144 3.816 -0.378  N24 1.494, C60 1.580, H80 1.137, H112 1.142
43 C -5.298 -0.429 2.878  C47 1.605, C50 1.624, H67 1.127, H72 1.142
44 C -1.281 1.207 10.326  F7 1.357, F12 1.344, C30 1.533, H74 1.093
45 C -4.578 1.415 -0.054  N24 1.432, N25 1.451, N27 1.333
46 C 1.030 5.223 -3.662  C28 1.614, C52 1.587, H63 1.128, H90 1.140
47 C -3.727 -0.105 2.920  N23 1.511, C43 1.605, H86 1.138, H94 1.131
48 C -6.506 0.241 -2.944  C39 1.604, C41 1.602, H102 1.129, H113 1.139
49 C -4.781 -2.875 -4.098  O20 1.236, N26 1.485, C33 1.574
50 C -6.018 0.551 1.801  N27 1.480, C43 1.624, H68 1.122, H114 1.140
51 C 2.636 1.642 -3.891  C40 1.590, C53 1.597, H97 1.142, H99 1.131
52 C -0.334 4.464 -3.375  C32 1.610, C46 1.587, H84 1.127, H117 1.141
53 C 2.392 0.479 -2.824  C51 1.597, C55 1.609, H65 1.144, H111 1.131
54 C 3.570 -1.610 -1.651  C55 1.586, C59 1.611, H93 1.132, H103 1.142
55 C 3.583 -0.602 -2.875  C53 1.609, C54 1.586, H89 1.138, H95 1.141
56 C -4.924 2.417 -3.000  C29 1.586, C41 1.606, H66 1.136, H70 1.140
57 C 9.826 -4.693 -0.410  F8 1.350, F13 1.345, O19 1.409, C58 1.534
58 C 10.337 -6.065 0.050  F4 1.347, F5 1.354, C57 1.534, H92 1.093
59 C 4.573 -1.168 -0.470  O21 1.437, C54 1.611, H73 1.131, H118 1.144
60 C -3.009 3.421 -1.405  I1 2.173, C29 1.625, C34 1.592, C42 1.580
61 C 6.250 0.533 -0.552  O21 1.441, H76 1.133, H83 1.141, H116 1.134
62 C -1.953 -1.053 6.928  F9 1.358, F15 1.348, C37 1.534, H105 1.093
63 H 1.526 5.650 -2.744  C46 1.128
64 H -2.813 -3.145 -5.061  C33 1.138
65 H 1.464 -0.097 -3.164  C53 1.144
66 H -5.750 2.786 -2.314  C56 1.136
67 H -5.526 -1.518 2.700  C43 1.127
68 H -6.014 1.567 2.276  C50 1.122
69 H -1.305 0.863 -2.683  S2 1.380
70 H -4.807 3.229 -3.793  C56 1.140
71 H -1.445 6.298 -2.947  C32 1.144
72 H -5.698 -0.076 3.888  C43 1.142
73 H 4.050 -0.356 0.119  C59 1.131
74 H -0.912 0.855 11.293  C44 1.093
75 H 1.315 3.495 -5.036  C28 1.143
76 H 6.931 0.459 0.351  C61 1.133
77 H -6.034 1.541 -4.703  C41 1.141
78 H -5.528 2.981 0.835  N24 1.034
79 H -3.494 5.488 -2.035  C34 1.144
80 H -5.072 4.204 -0.907  C42 1.137
81 H -4.670 0.458 -4.181  C41 1.127
82 H 7.426 -4.220 -2.594  C31 1.093
83 H 6.860 0.982 -1.406  C61 1.141
84 H -0.097 3.435 -2.980  C52 1.127
85 H 1.686 0.424 8.777  C36 1.093
86 H -3.518 0.981 3.186  C47 1.138
87 H -3.723 -1.257 4.625  N23 1.025
88 H -6.686 -2.849 -3.540  N26 1.030
89 H 4.560 -0.025 -2.960  C55 1.138
90 H 0.813 6.003 -4.464  C46 1.140
91 H -4.676 -1.093 -2.628  C39 1.141
92 H 11.041 -6.477 -0.677  C58 1.093
93 H 2.548 -1.783 -1.194  C54 1.132
94 H -3.204 -0.305 1.938  C47 1.131
95 H 3.520 -1.236 -3.822  C55 1.141
96 H -4.171 -2.990 -6.250  C33 1.134
97 H 3.687 1.481 -4.308  C51 1.142
98 H 1.982 3.151 -2.326  C40 1.143
99 H 1.920 1.469 -4.749  C51 1.131
100 H 0.745 -0.598 9.807  C36 1.092
101 H -6.193 -1.609 -1.734  C39 1.135
102 H -6.723 0.788 -1.981  C48 1.129
103 H 3.944 -2.638 -1.981  C54 1.142
104 H 2.796 4.623 -5.007  C28 1.128
105 H -1.679 -1.006 5.871  C62 1.093
106 H -3.090 4.457 -3.464  C34 1.136
107 H 7.492 -3.505 -1.022  C31 1.093
108 H -3.033 0.450 -1.029  N25 1.024
109 H -5.234 -0.505 0.111  N27 1.031
110 H 3.626 3.503 -3.009  C40 1.135
111 H 2.181 0.839 -1.773  C53 1.131
112 H -3.758 4.690 0.247  C42 1.142
113 H -7.425 0.099 -3.600  C48 1.139
114 H -7.064 0.114 1.676  C50 1.140
115 H -2.679 -1.774 3.415  N23 1.030
116 H 5.373 1.236 -0.398  C61 1.134
117 H -0.902 4.327 -4.355  C52 1.141
118 H 4.713 -2.064 0.227  C59 1.144
119 H -0.887 5.523 -1.412  C32 1.129
120 H -3.519 -1.469 -5.344  C33 1.136
121 H 5.718 -4.642 0.596  C35 1.093

=====

[5]
The following is a quantum chemistry calculation of one molecule with the formula C25H27NO6S, from OMol25.

## Properties
- Molecular weight: 469.6 g mol⁻¹
- Energy above the lowest of the compared OMol25 structures with the same formula, charge and spin: 4.961 eV
- SMILES: COc1ccc(COc2ccc([C@H]3[C@H](S(=O)(=O)c4ccccc4)CON3C)cc2OC)cc1
- LUMO level: 0.0120 hartree
- DFT total energy: -1873.12502 Ha

Each atom is followed by the atoms it is bonded to, with distances in Å.
Positions of all 60 atoms, in Å:
1 S -1.522 -0.210 2.840  O5 1.439, O6 1.440, C9 1.794, C29 1.821
2 O 3.599 1.991 0.560  C12 1.407, C16 1.361
3 O -0.421 -3.472 1.171  N8 1.417, C32 1.416
4 O -1.716 0.606 -3.755  C17 1.365, C19 1.406
5 O -0.621 0.845 3.224  S1 1.439
6 O -1.990 -1.099 3.871  S1 1.440
7 O 4.208 0.717 -1.652  C15 1.418, C21 1.370
8 N 0.600 -3.122 2.089  O3 1.417, C18 1.454, C24 1.457
9 C -2.926 0.510 1.987  S1 1.794, C30 1.382, C33 1.381
10 C 0.288 1.612 -2.783  C13 1.383, C17 1.390, H34 1.079
11 C -5.230 0.461 1.373  C22 1.386, C33 1.386, H52 1.079
12 C 3.334 2.699 1.746  O2 1.407, H40 1.089, H42 1.094, H60 1.095
13 C 1.664 1.562 -2.649  C10 1.383, C25 1.387, H56 1.080
14 C 1.755 -0.357 -4.068  C25 1.389, C28 1.379, H50 1.080
15 C 3.897 0.497 -3.018  O7 1.418, C25 1.509, H49 1.099, H53 1.095
16 C 3.094 0.733 0.437  O2 1.361, C21 1.411, C26 1.384
17 C -0.365 0.668 -3.566  O4 1.365, C10 1.390, C28 1.395
18 C 0.299 -3.639 3.414  N8 1.454, H44 1.096, H45 1.088, H55 1.088
19 C -2.527 1.562 -3.119  O4 1.406, H36 1.095, H37 1.096, H39 1.089
20 C 1.744 -1.147 1.117  C24 1.507, C26 1.391, C31 1.381
21 C 3.438 0.040 -0.743  O7 1.370, C16 1.411, C23 1.385
22 C -5.030 1.578 0.577  C11 1.386, C27 1.387, H47 1.080
23 C 2.965 -1.247 -0.937  C21 1.385, C31 1.385, H35 1.078
24 C 0.681 -1.668 2.049  N8 1.457, C20 1.507, C29 1.551, H48 1.095
25 C 2.412 0.575 -3.274  C13 1.387, C14 1.389, C15 1.509
26 C 2.248 0.129 1.351  C16 1.384, C20 1.391, H54 1.079
27 C -3.776 2.165 0.492  C22 1.387, C30 1.385, H59 1.080
28 C 0.386 -0.309 -4.220  C14 1.379, C17 1.395, H57 1.078
29 C -0.704 -1.189 1.541  S1 1.821, C24 1.551, C32 1.522, H43 1.088
30 C -2.714 1.626 1.199  C9 1.382, C27 1.385, H58 1.079
31 C 2.120 -1.843 -0.015  C20 1.381, C23 1.385, H51 1.077
32 C -1.438 -2.490 1.247  O3 1.416, C29 1.522, H38 1.099, H46 1.090
33 C -4.171 -0.079 2.084  C9 1.381, C11 1.386, H41 1.078
34 H -0.260 2.387 -2.270  C10 1.079
35 H 3.238 -1.789 -1.829  C23 1.078
36 H -2.284 2.578 -3.445  C19 1.095
37 H -2.446 1.499 -2.028  C19 1.096
38 H -2.142 -2.711 2.062  C32 1.099
39 H -3.548 1.325 -3.415  C19 1.089
40 H 3.854 3.651 1.641  C12 1.089
41 H -4.295 -0.937 2.725  C33 1.078
42 H 3.720 2.171 2.623  C12 1.094
43 H -0.613 -0.531 0.680  C29 1.088
44 H -0.534 -3.124 3.907  C18 1.096
45 H 0.067 -4.697 3.309  C18 1.088
46 H -1.963 -2.499 0.291  C32 1.090
47 H -5.856 1.999 0.025  C22 1.080
48 H 0.851 -1.278 3.058  C24 1.095
49 H 4.296 -0.466 -3.366  C15 1.099
50 H 2.319 -1.130 -4.569  C14 1.080
51 H 1.741 -2.837 -0.182  C31 1.077
52 H -6.210 0.014 1.442  C11 1.079
53 H 4.427 1.296 -3.548  C15 1.095
54 H 1.923 0.654 2.235  C26 1.079
55 H 1.197 -3.532 4.018  C18 1.088
56 H 2.167 2.292 -2.032  C13 1.080
57 H -0.133 -1.031 -4.831  C28 1.078
58 H -1.729 2.064 1.170  C30 1.079
59 H -3.631 3.043 -0.119  C27 1.080
60 H 2.263 2.882 1.881  C12 1.095

=====

[6]
The following is a quantum chemistry calculation of one molecule with the formula C10H17N3O at a distorted geometry, from OMol25.

## Properties
- Molecular weight: 195.3 g mol⁻¹
- Energy above the lowest of the compared OMol25 structures with the same formula, charge and spin: 3.817 eV
- LUMO level (spin up / spin down): 0.0071 / 0.0070 hartree
- DFT total energy: -630.57233 Ha

Each atom is followed by the atoms it is bonded to, with distances in Å.
Positions of all 31 atoms, in Å:
1 O 0.168 0.851 -1.440  C13 1.336, H30 0.952
2 N -3.582 1.879 -1.505  C7 1.292, C11 1.469
3 N -1.950 2.051 0.078  N4 1.297, C8 1.311, C11 1.433
4 N -1.758 3.006 -0.779  N3 1.297, C7 1.413
5 C -1.233 -0.629 -0.219  C6 1.545, C13 1.351, H17 1.071
6 C -2.569 -0.218 -0.876  C5 1.545, C11 1.589, H27 1.105, H31 1.061
7 C -2.827 2.910 -1.697  N2 1.292, N4 1.413, H15 1.027
8 C -1.209 1.891 1.147  N3 1.311, H23 1.155, H29 1.030
9 C 1.070 -1.512 1.413  C10 1.572, H18 1.028, H21 1.127, H26 1.072
10 C 1.227 -0.569 0.165  C9 1.572, C12 1.576, C13 1.529, C14 1.538
11 C -3.030 1.199 -0.325  N2 1.469, N3 1.433, C6 1.589, H16 1.113
12 C 2.142 0.645 0.580  C10 1.576, H20 1.130, H25 1.142, H28 1.143
13 C -0.058 0.003 -0.433  O1 1.336, C5 1.351, C10 1.529
14 C 1.825 -1.474 -0.925  C10 1.538, H19 1.085, H22 1.017, H24 1.166
15 H -2.909 3.399 -2.597  C7 1.027
16 H -3.831 0.990 0.419  C11 1.113
17 H -1.502 -1.076 0.716  C5 1.071
18 H 0.807 -0.924 2.214  C9 1.028
19 H 2.094 -0.943 -1.831  C14 1.085
20 H 3.232 0.570 0.288  C12 1.130
21 H 2.102 -1.953 1.321  C9 1.127
22 H 1.183 -2.220 -1.180  C14 1.017
23 H -1.438 1.014 1.862  C8 1.155
24 H 2.785 -1.903 -0.421  C14 1.166
25 H 1.957 1.597 -0.024  C12 1.142
26 H 0.299 -2.251 1.315  C9 1.072
27 H -2.702 -0.020 -1.955  C6 1.105
28 H 2.341 1.003 1.647  C12 1.143
29 H -0.525 2.628 1.371  C8 1.030
30 H -0.534 1.284 -1.914  O1 0.952
31 H -3.261 -1.002 -0.696  C6 1.061